1.
{
  "formula": "C44H38ClN7O16",
  "method": "ωB97M-V with the def2-TZVPD basis set",
  "species": ["O", "N", "O", "C", "C", "C", "C", "C", "C", "H", "H", "H", "H", "H", "O", "N", "O", "C", "C", "C", "C", "C", "C", "H", "H", "H", "H", "H", "O", "N", "O", "C", "C", "C", "C", "C", "C", "H", "H", "H", "H", "H", "O", "N", "O", "C", "C", "C", "C", "C", "C", "H", "H", "H", "H", "H", "O", "N", "O", "C", "C", "C", "C", "C", "C", "H", "H", "H", "H", "H", "O", "N", "O", "C", "C", "C", "C", "C", "C", "H", "H", "H", "H", "H", "O", "N", "O", "C", "C", "C", "C", "C", "C", "H", "H", "H", "H", "H", "O", "C", "O", "C", "Cl", "H", "H", "H"],
  "xyz": [[-6.803, 0.355, 1.320], [-6.722, 0.242, 0.088], [-5.709, 0.506, -0.576], [-7.908, -0.233, -0.634], [-9.087, -0.508, 0.072], [-10.220, -0.936, -0.623], [-10.172, -1.092, -2.009], [-8.994, -0.827, -2.709], [-7.856, -0.396, -2.025], [-9.141, -0.392, 1.153], [-11.141, -1.146, -0.084], [-11.059, -1.420, -2.548], [-8.964, -0.953, -3.789], [-6.946, -0.190, -2.585], [5.179, -0.645, 1.084], [5.260, -0.758, -0.149], [6.272, -0.494, -0.812], [4.073, -1.233, -0.871], [2.894, -1.508, -0.164], [1.762, -1.936, -0.860], [1.809, -2.092, -2.246], [2.988, -1.827, -2.946], [4.126, -1.396, -2.262], [2.841, -1.392, 0.916], [0.840, -2.146, -0.321], [0.922, -2.420, -2.784], [3.018, -1.954, -4.026], [5.036, -1.191, -2.822], [3.428, -3.347, -6.069], [3.141, -4.491, -6.453], [2.440, -4.743, -7.443], [3.662, -5.623, -5.678], [4.428, -5.384, -4.529], [4.901, -6.465, -3.782], [4.615, -7.770, -4.183], [3.860, -8.006, -5.334], [3.380, -6.933, -6.087], [4.660, -4.372, -4.203], [5.491, -6.289, -2.885], [4.981, -8.610, -3.595], [3.644, -9.027, -5.642], [2.791, -7.133, -6.980], [2.711, 3.823, -6.373], [2.781, 3.087, -7.369], [3.146, 3.460, -8.493], [2.402, 1.678, -7.206], [1.949, 1.221, -5.961], [1.567, -0.114, -5.818], [1.642, -0.984, -6.907], [2.104, -0.528, -8.143], [2.486, 0.805, -8.299], [1.884, 1.886, -5.102], [1.207, -0.477, -4.857], [1.337, -2.023, -6.792], [2.162, -1.213, -8.986], [2.841, 1.146, -9.269], [-9.017, -1.835, 2.782], [-9.053, -2.831, 3.520], [-9.892, -3.739, 3.432], [-8.037, -2.938, 4.574], [-7.093, -1.915, 4.735], [-6.144, -2.012, 5.754], [-6.137, -3.121, 6.601], [-7.073, -4.143, 6.433], [-8.028, -4.057, 5.418], [-7.085, -1.044, 4.083], [-5.410, -1.220, 5.891], [-5.399, -3.189, 7.398], [-7.059, -5.006, 7.095], [-8.753, -4.860, 5.302], [1.527, 0.871, 2.002], [1.275, 1.514, 3.032], [0.143, 1.642, 3.520], [2.393, 2.174, 3.716], [3.684, 2.088, 3.178], [4.740, 2.737, 3.821], [4.507, 3.461, 4.991], [3.222, 3.537, 5.531], [2.158, 2.894, 4.896], [3.882, 1.527, 2.267], [5.745, 2.682, 3.407], [5.333, 3.971, 5.486], [3.049, 4.101, 6.445], [1.162, 2.965, 5.327], [4.399, 7.545, 7.835], [4.722, 6.965, 6.788], [4.842, 5.736, 6.675], [4.984, 7.789, 5.602], [4.897, 9.185, 5.694], [5.171, 9.965, 4.569], [5.524, 9.356, 3.364], [5.600, 7.965, 3.273], [5.331, 7.174, 4.392], [4.623, 9.675, 6.626], [5.112, 11.050, 4.632], [5.743, 9.968, 2.491], [5.874, 7.497, 2.329], [5.398, 6.092, 4.305], [-1.334, -1.523, -0.151], [-1.457, -0.585, 0.803], [-2.698, 0.150, 1.130], [-3.903, -0.623, 0.787], [-3.981, -2.301, 1.604], [-0.489, -0.255, 1.418], [-4.823, -0.010, 1.236], [-4.117, -0.663, -0.387]],
  "mulliken_charge": [-0.60, 1.07, -0.68, 0.11, -0.17, -0.53, -0.34, -0.55, -0.26, 0.41, 0.38, 0.37, 0.37, 0.42, -0.60, 0.99, -0.60, -0.03, -0.23, -0.45, -0.84, -0.15, -0.66, 0.45, 0.49, 0.46, 0.71, 0.49, -0.55, 0.99, -0.60, 0.01, -0.14, -0.55, -0.37, -0.46, -0.31, 0.44, 0.37, 0.37, 0.36, 0.43, -0.59, 0.96, -0.59, 0.06, -0.44, -0.33, -0.37, -0.52, -0.35, 0.44, 0.50, 0.38, 0.40, 0.43, -0.55, 0.93, -0.59, 0.07, -0.13, -0.54, -0.39, -0.43, -0.38, 0.44, 0.38, 0.37, 0.37, 0.43, -0.57, 0.98, -0.60, 0.00, -0.14, -0.76, -0.48, -0.48, -0.30, 0.45, 0.42, 0.66, 0.41, 0.43, -0.58, 0.96, -0.60, 0.07, -0.38, -0.45, -0.37, -0.57, 0.03, 0.43, 0.37, 0.37, 0.38, 0.31, -0.51, 0.43, -0.27, 0.01, -0.21, 0.12, 0.19, 0.29],
  "e_homo_ha": -0.3580,
  "orbital_gap_ev": 8.738,
  "lumo_energy_ev": -1.0038,
  "spin_multiplicity": 1
}



2.
{
  "formula": "C44H38N4O6S3",
  "method": "ωB97M-V with the def2-TZVPD basis set",
  "species": ["C", "C", "N", "C", "C", "C", "S", "S", "C", "C", "C", "C", "C", "N", "C", "C", "C", "O", "C", "O", "C", "N", "N", "C", "S", "H", "H", "H", "H", "H", "H", "H", "H", "H", "H", "H", "H", "H", "H", "H", "H", "H", "H", "H", "H", "H", "H", "O", "C", "C", "C", "C", "C", "C", "C", "C", "O", "C", "C", "C", "C", "C", "C", "H", "H", "H", "H", "H", "H", "H", "H", "O", "C", "C", "C", "C", "C", "C", "C", "C", "O", "C", "C", "C", "C", "C", "C", "H", "H", "H", "H", "H", "H", "H", "H"],
  "xyz": [[-1.211, -3.126, -6.565], [-1.916, -2.367, -5.250], [-1.546, -3.110, -3.989], [-2.065, -2.457, -2.730], [-3.593, -1.877, -2.811], [-0.017, -3.122, -3.797], [1.028, -1.847, -4.208], [0.811, -4.647, -2.995], [0.997, -4.129, -1.182], [2.377, -4.759, -0.477], [2.633, -3.815, 0.880], [3.801, -4.480, 1.880], [5.038, -4.876, 0.822], [6.038, -5.241, 0.075], [3.179, -5.876, 2.383], [3.453, -6.110, 4.126], [3.501, -7.777, 4.614], [4.810, -6.784, 4.515], [4.447, -3.450, 2.944], [3.525, -2.930, 3.990], [5.925, -3.922, 3.572], [6.867, -4.330, 4.364], [4.836, -2.180, 2.149], [5.054, -1.186, 3.098], [5.757, 0.124, 3.964], [-0.951, -4.255, -6.314], [-0.258, -2.518, -6.896], [-2.028, -3.189, -7.433], [-3.083, -2.388, -5.500], [-1.615, -1.225, -5.251], [-2.080, -3.313, -1.897], [-1.258, -1.682, -2.358], [-4.170, -2.056, -1.787], [-3.510, -0.697, -2.934], [-4.258, -2.330, -3.662], [0.034, -4.330, -0.542], [1.167, -2.951, -1.195], [2.215, -5.890, -0.228], [3.227, -4.593, -1.285], [2.922, -2.765, 0.462], [1.642, -3.811, 1.535], [1.988, -5.889, 2.382], [3.620, -6.833, 1.875], [2.918, -5.292, 4.914], [3.939, -8.560, 3.858], [3.818, -8.025, 5.722], [2.595, -3.113, 3.623], [-7.154, 4.925, 1.052], [-6.542, 4.096, 0.390], [-5.555, 3.206, 1.034], [-5.334, 3.299, 2.415], [-4.432, 2.435, 3.037], [-3.751, 1.477, 2.286], [-3.957, 1.394, 0.908], [-4.856, 2.264, 0.280], [-5.054, 2.181, -1.181], [-4.399, 1.391, -1.851], [-6.055, 3.057, -1.822], [-6.276, 2.961, -3.202], [-7.244, 3.760, -3.811], [-7.992, 4.655, -3.046], [-7.763, 4.763, -1.673], [-6.788, 3.965, -1.060], [-5.866, 4.041, 3.008], [-4.265, 2.505, 4.110], [-3.058, 0.795, 2.773], [-3.418, 0.647, 0.328], [-5.700, 2.261, -3.804], [-7.418, 3.682, -4.882], [-8.754, 5.272, -3.520], [-8.349, 5.466, -1.084], [0.680, 4.882, -0.466], [1.698, 4.659, 0.178], [2.486, 5.774, 0.742], [2.052, 7.093, 0.557], [2.768, 8.150, 1.121], [3.916, 7.893, 1.871], [4.360, 6.581, 2.042], [3.646, 5.520, 1.471], [4.133, 4.136, 1.642], [5.183, 3.917, 2.236], [3.336, 3.021, 1.095], [3.770, 1.702, 1.283], [3.005, 0.639, 0.799], [1.809, 0.890, 0.128], [1.382, 2.204, -0.073], [2.150, 3.273, 0.407], [1.154, 7.301, -0.023], [2.428, 9.173, 0.980], [4.467, 8.715, 2.322], [5.259, 6.389, 2.625], [4.701, 1.499, 1.810], [3.342, -0.384, 0.949], [1.208, 0.061, -0.241], [0.448, 2.391, -0.601]],
  "mulliken_charge": [-0.86, -0.32, -0.03, 0.05, -0.84, -0.13, -0.06, -0.13, -0.19, -0.46, -0.90, 1.12, -0.22, -0.62, -0.71, 0.16, -0.63, -0.36, 1.02, -0.58, -0.04, -0.52, -0.44, 0.21, -0.11, 0.22, 0.24, 0.32, 0.25, 0.29, -0.01, 0.17, 0.29, 0.19, 0.31, 0.34, -0.11, 0.24, 0.44, 0.19, 0.35, 0.26, 0.35, 0.21, 0.27, 0.35, 0.47, -0.68, 0.52, 0.36, -0.65, -0.45, -0.59, -0.54, 0.19, 0.48, -0.69, 0.26, -0.51, -0.51, -0.45, -0.59, 0.25, 0.46, 0.39, 0.41, 0.58, 0.47, 0.40, 0.39, 0.45, -0.69, 0.66, 0.16, -0.56, -0.44, -0.48, -0.51, 0.21, 0.53, -0.70, 0.06, -0.66, 0.53, -0.53, -1.00, 0.22, 0.45, 0.40, 0.39, 0.45, 0.26, 0.14, 0.54, 0.58],
  "e_homo_ha": -0.3216,
  "orbital_gap_ev": 7.508,
  "lumo_energy_ev": -1.2432,
  "spin_multiplicity": 1,
  "relative_energy_kcal_mol": 247.97
}